Molecular formula: C26H50HfNP3S
Method: DFT, the ωB97M-V functional and the def2-TZVPD basis

Total charge: +4
ΔE to the lowest compared entry with this formula, charge and spin, kcal per mole: 9.0
2S+1: 1
HOMO level, Ha: -0.6684
E_LUMO, eV: -14.0
Kohn-Sham gap, hartree: 0.153

Positions of all 82 atoms, in Å:
Hf (0.45571, -0.69225, -0.51071)
P (-0.54725, 1.47907, 0.73173)
P (-2.44463, -1.21552, -1.05660)
P (2.52421, 0.85533, -0.40225)
H (0.73941, -2.00931, -6.28233)
C (1.79251, -2.25312, -6.10913)
C (2.15613, -3.23423, -5.28962)
H (1.44039, -3.95368, -4.89795)
C (-1.02290, 2.81523, -0.44947)
C (-2.10896, 1.32683, 1.69819)
C (0.38243, 2.55993, 1.91917)
C (-3.06273, -2.59597, -2.04001)
C (-3.01565, -1.63527, 0.61795)
C (-3.25404, 0.29975, -1.64853)
C (3.93414, 0.30204, -1.43718)
C (3.44970, 1.08181, 1.16034)
C (2.52092, 2.61488, -0.95547)
H (2.51798, -1.70238, -6.70699)
H (3.22237, -3.42527, -5.10977)
H (-1.48501, 3.64792, 0.10532)
H (-1.73887, 2.43391, -1.18682)
H (-0.13526, 3.18837, -0.97889)
H (-2.32662, 2.28200, 2.19747)
H (-2.02488, 0.54923, 2.46813)
H (-2.95418, 1.08211, 1.04785)
H (-0.33675, 3.20016, 2.45282)
H (1.08860, 3.20961, 1.38839)
H (0.94277, 1.98319, 2.66601)
H (-3.95568, -2.28997, -2.60596)
H (-3.29471, -3.42209, -1.36900)
H (-2.29422, -2.92137, -2.74169)
H (-3.95676, -1.11448, 0.87667)
H (-2.25224, -1.37653, 1.36123)
H (-3.16772, -2.72234, 0.69224)
H (-4.23661, 0.08194, -2.09116)
H (-2.62666, 0.76407, -2.42020)
H (-3.38797, 1.03656, -0.84193)
H (4.68986, 1.09765, -1.40432)
H (3.62568, 0.11910, -2.47203)
H (4.36126, -0.62022, -1.02861)
H (4.49340, 1.29796, 0.90036)
H (3.43002, 0.16808, 1.76314)
H (3.05405, 1.91659, 1.75080)
H (3.55455, 2.87412, -1.21981)
H (2.18943, 3.30525, -0.17290)
H (1.89202, 2.74354, -1.84240)
C (0.55800, -1.32161, -3.66895)
C (0.75158, -0.00870, -4.12364)
C (-0.22816, 0.53913, -4.91193)
C (-1.28081, -0.24811, -5.40488)
C (-1.41928, -1.60361, -5.04428)
C (-0.45847, -2.14280, -4.18770)
S (1.57129, -1.96861, -2.43876)
H (-0.88316, -1.40438, -1.67731)
H (1.62804, 0.55091, -3.76512)
H (-0.17496, 1.60365, -5.16072)
H (-2.03900, 0.18499, -6.08243)
H (-2.25625, -2.20566, -5.38520)
H (-0.44534, -3.19198, -3.93934)
C (2.35356, -1.28655, 4.18695)
N (1.00606, -0.90972, 4.70241)
C (1.06665, 0.24007, 5.65233)
C (0.01378, -0.65086, 3.55974)
C (-0.07558, -1.87284, 2.69668)
C (-0.55998, -3.00146, 3.37571)
C (-0.53715, -4.25722, 2.77860)
C (-0.01105, -4.40567, 1.50199)
C (0.46506, -3.26952, 0.81098)
C (0.35383, -1.97073, 1.34758)
H (2.72831, -0.50837, 3.50872)
H (2.26023, -2.23571, 3.65659)
H (3.02275, -1.39681, 5.04382)
H (0.63374, -1.72072, 5.22658)
H (1.36055, 1.14978, 5.12631)
H (0.07982, 0.37606, 6.09743)
H (1.79100, 0.01088, 6.43573)
H (-0.93655, -0.42518, 4.06421)
H (0.35829, 0.25276, 3.04565)
H (-0.98053, -2.87320, 4.38171)
H (-0.92659, -5.12101, 3.33603)
H (0.03741, -5.39629, 1.03805)
H (0.91086, -3.42292, -0.17033)

Results of the Löwdin charge analysis, in e, for atoms 1 through 4: atom 1 (Hf): 1.073, atom 2 (P): 0.738, atom 3 (P): 0.906, atom 4 (P): 0.699

***

Molecular formula: C26H50HoP2Si
Method: DFT, the ωB97M-V functional and the def2-TZVPD basis

Total charge: +1
2S+1: 5
HOMO level (spin up / spin down), Ha: -0.3084 / -0.3273
E_LUMO (spin up / spin down), eV: -2.7 / -2.8
Kohn-Sham gap (spin up / spin down), hartree: 0.207 / 0.224

Positions of all 80 atoms, in Å:
Ho (0.14609, -0.31401, -1.44517)
C (-0.88669, -2.09113, 0.55068)
C (0.44092, -2.39668, 0.11554)
C (0.53280, -0.62805, 1.59488)
C (-0.82094, -0.99406, 1.44735)
C (1.32715, -1.47926, 0.76531)
C (-2.14314, -2.79061, 0.17320)
H (-2.06354, -3.30638, -0.79007)
H (-3.01727, -2.11718, 0.14243)
H (-2.37042, -3.56596, 0.91542)
C (-1.91099, -0.47176, 2.29559)
H (-2.86114, -0.97330, 2.08285)
H (-2.09080, 0.59106, 2.10860)
H (-1.73604, -0.55768, 3.39050)
C (1.06512, 0.32332, 2.60825)
H (1.02175, -0.04621, 3.66060)
H (0.50997, 1.26415, 2.59666)
H (2.09865, 0.59878, 2.41497)
C (2.79782, -1.46620, 0.64037)
H (3.29992, -2.16879, 1.32484)
H (3.20172, -0.46684, 0.85986)
H (3.12934, -1.72959, -0.37039)
C (0.81132, -3.33948, -0.96098)
H (1.29371, -4.23358, -0.52445)
H (1.55215, -2.91641, -1.67822)
H (-0.06093, -3.69358, -1.54346)
C (-1.31903, 1.70539, -5.16856)
C (-1.79244, 0.42896, -5.25377)
C (-1.30690, -0.62196, -6.14540)
C (0.23945, -0.57303, -6.35584)
C (1.02922, -0.18737, -5.13248)
C (1.60738, 1.07485, -5.07242)
C (1.09287, 2.31416, -5.71740)
C (-0.39424, 2.31932, -6.16544)
H (-1.75917, -0.50141, -7.14192)
H (0.47507, 0.04445, -7.24260)
H (-1.62140, -1.60626, -5.76438)
H (-0.55224, 1.92516, -7.18245)
H (-1.89142, 2.41552, -4.53810)
H (-2.78623, 0.24405, -4.87120)
H (-0.67790, 3.37969, -6.29827)
H (1.20275, 3.20099, -5.07507)
H (2.61247, 1.15144, -4.65176)
H (1.66855, 2.50040, -6.64676)
H (0.51385, -1.60206, -6.63596)
H (1.36417, -0.99936, -4.46524)
P (-2.00760, 0.91225, -2.21697)
C (-3.53347, 1.60282, -2.75547)
C (-1.70833, -0.87444, -2.86857)
P (1.44608, 1.93236, -1.86710)
C (-0.26727, 1.58317, -2.80567)
C (2.52078, 0.41259, -2.18003)
C (2.37534, 3.24742, -2.62810)
H (-3.78452, 2.45675, -2.11522)
H (-4.30372, 0.83990, -2.62114)
H (-3.57935, 1.92720, -3.79908)
H (-1.02778, -0.97541, -3.72808)
H (-2.72077, -1.17086, -3.17789)
H (-1.42503, -1.63412, -2.07960)
H (2.02988, 3.42457, -3.64916)
H (3.44325, 3.01995, -2.70148)
H (2.28974, 4.17604, -2.08378)
H (-0.39712, 2.55053, -3.28380)
H (0.01653, 0.88480, -3.58554)
H (3.17071, 0.13308, -1.34263)
H (3.23454, 0.69267, -2.96835)
H (2.02699, -0.50420, -2.56703)
C (-0.86966, 4.28615, -1.35333)
Si (-0.25616, 2.96812, -0.13907)
C (1.30535, 3.53598, 0.69862)
C (-1.63944, 2.94642, 1.15669)
H (-0.04283, 4.67715, -1.95992)
H (-1.20548, 5.07669, -0.66801)
H (-1.73232, 3.96621, -1.96028)
H (1.21569, 4.64729, 0.70321)
H (1.29481, 3.14009, 1.73589)
H (2.26624, 3.25735, 0.20853)
H (-1.95878, 4.00858, 1.24215)
H (-2.52989, 2.34840, 0.89352)
H (-1.24876, 2.65542, 2.15127)

Results of the Löwdin charge analysis, in e, for atoms 1 through 4: atom 1 (Ho): 0.934, atom 2 (C): -0.296, atom 3 (C): -0.358, atom 4 (C): -0.252

***

Molecular formula: C26H50NOsP3Se
Method: DFT, the ωB97M-V functional and the def2-TZVPD basis

Total charge: +4
ΔE to the lowest compared entry with this formula, charge and spin, kcal per mole: 22.6
2S+1: 5
HOMO level (spin up / spin down), Ha: -0.7175 / -0.7125
E_LUMO (spin up / spin down), eV: -12.3 / -14.9
Kohn-Sham gap (spin up / spin down), hartree: 0.264 / 0.165

Positions of all 82 atoms, in Å:
Os (0.05621, -0.59133, -0.06429)
P (-1.48959, -2.06238, 0.21716)
P (2.07692, -0.56054, 1.34022)
P (1.36900, -1.46061, -1.63521)
H (-2.75186, 2.03936, -3.66210)
C (-2.52194, 0.99238, -3.97060)
C (-2.19484, 0.02256, -3.11072)
H (-1.93156, 0.20393, -2.08323)
C (-3.14989, -1.78149, 0.92084)
C (-0.77875, -3.22299, 1.41399)
C (-1.92140, -3.17892, -1.15422)
C (3.49823, 0.60541, 0.96655)
C (2.07708, 0.11544, 3.10937)
C (3.02015, -2.15263, 1.61308)
C (0.62603, -1.38809, -3.29653)
C (1.69504, -3.23704, -1.31531)
C (3.07530, -0.91179, -2.05168)
H (-2.66073, 0.77147, -5.04492)
H (-2.31702, -1.00812, -3.42826)
H (-3.33518, -0.74228, 1.21656)
H (-3.24976, -2.43798, 1.79548)
H (-3.89790, -2.09294, 0.18778)
H (-0.27646, -2.70856, 2.24023)
H (-0.09076, -3.90448, 0.90661)
H (-1.62664, -3.78482, 1.81189)
H (-2.25255, -2.63047, -2.04573)
H (-2.76312, -3.78240, -0.78745)
H (-1.08864, -3.84735, -1.40235)
H (4.30187, 0.44106, 1.70400)
H (3.12209, 1.63323, 1.09911)
H (3.92084, 0.47567, -0.03516)
H (3.06006, 0.55323, 3.36632)
H (1.86762, -0.67079, 3.84504)
H (1.36372, 0.96272, 3.12579)
H (3.64045, -2.08401, 2.52276)
H (3.69974, -2.35824, 0.77261)
H (2.32474, -2.99354, 1.74870)
H (1.30329, -1.85855, -4.02390)
H (0.48092, -0.33966, -3.59842)
H (-0.34238, -1.89964, -3.32026)
H (2.19549, -3.67159, -2.18705)
H (0.77050, -3.78717, -1.13119)
H (2.35146, -3.35186, -0.44811)
H (3.36337, -1.33263, -3.02405)
H (3.80662, -1.24257, -1.30423)
H (3.12184, 0.17777, -2.14645)
C (1.23665, 2.90388, -3.09234)
C (0.15364, 2.55922, -3.91700)
C (0.35243, 2.57373, -5.30855)
C (1.51794, 3.12306, -5.86227)
C (2.61423, 3.41280, -5.04074)
C (2.48969, 3.15608, -3.68291)
Se (1.16359, 3.10937, -1.17548)
H (1.51365, 1.65999, -0.78463)
H (-0.78702, 2.21153, -3.48752)
H (-0.42588, 2.14108, -5.95724)
H (1.58002, 3.32894, -6.94275)
H (3.56489, 3.81809, -5.41759)
H (3.35019, 3.18045, -3.02985)
C (-2.82596, 0.81437, 4.99636)
N (-1.38481, 0.62999, 4.69866)
C (-0.66288, -0.18235, 5.70607)
C (-1.17534, 0.07034, 3.29777)
C (-1.42566, 1.07779, 2.22148)
C (-1.85646, 2.36631, 2.55713)
C (-2.30693, 3.24865, 1.55604)
C (-2.34219, 2.83436, 0.22242)
C (-1.74577, 1.63592, -0.10794)
C (-1.19885, 0.75107, 0.84246)
H (-3.36376, -0.12563, 4.84904)
H (-3.25318, 1.55354, 4.32128)
H (-2.92184, 1.18209, 6.01793)
H (-0.93138, 1.55426, 4.73698)
H (-0.96273, -1.22767, 5.63170)
H (0.39909, -0.09884, 5.48759)
H (-0.84897, 0.22894, 6.69512)
H (-0.14989, -0.29240, 3.26751)
H (-1.77468, -0.85436, 3.24734)
H (-1.97393, 2.71039, 3.61838)
H (-2.64848, 4.22838, 1.86435)
H (-2.82458, 3.45714, -0.54840)
H (-1.69244, 1.34270, -1.13313)

Results of the Löwdin charge analysis, in e, for atoms 1 through 4: atom 1 (Os): 0.867, atom 2 (P): 0.625, atom 3 (P): 0.764, atom 4 (P): 0.588

***

Number 1: maximum force 3.44 eV/A. Number 2: maximum force 5.32 eV/A. Number 3: maximum force 5.51 eV/A.